ORCA calculation (the ωB97M-V functional and the def2-TZVPD basis) on one molecule with the formula C22H32N4O4S in a non-equilibrium geometry.

- SMILES = Cc1ccc(-c2nc(CS(=O)(=O)CC(=O)NCCCN3CCN(C)CC3)c(C)o2)cc1
- Kohn-Sham gap (Ha) = 0.317
- highest occupied orbital energy (eV) = -8.1226
- molar mass (g mol⁻¹) = 448.6
- maximum force (eV/A) = 1.35
- energy relative to the best compared isomer or geometry (same formula, charge and spin) (eV) = 1.714

Last columns: bonded neighbours and bond lengths (Å).
CARTESIAN COORDINATES (ANGSTROEM)
1 H -0.159 2.569 2.296  C20 1.086
2 C -5.090 -0.822 -0.861  C10 1.394, C40 1.380, H50 1.079
3 O -3.065 0.925 -1.866  C37 1.351, C42 1.352
4 H 5.333 -1.333 -1.308  C25 1.106
5 H 5.615 -1.057 0.432  C25 1.092
6 H -4.508 1.102 1.854  C22 1.078
7 H -6.503 -2.415 -0.962  C40 1.081
8 C 2.780 -0.725 -1.249  H39 1.091, N48 1.448, C49 1.523, H63 1.105
9 H 2.388 2.669 1.763  N13 1.012
10 C -4.523 0.175 -0.068  C2 1.394, C22 1.395, C37 1.444
11 C -7.584 -2.377 1.522  H12 1.087, H21 1.091, C47 1.497, H60 1.087
12 H -7.441 -2.545 2.587  C11 1.087
13 N 2.386 1.691 2.021  H9 1.012, C23 1.343, C51 1.447
14 H 3.510 -0.015 2.166  C51 1.091
15 C 4.323 -2.718 0.001  C25 1.526, N26 1.451, H36 1.105, H61 1.094
16 H 5.630 1.019 1.337  C18 1.091
17 C 4.177 1.011 -0.276  C18 1.534, H43 1.092, N48 1.447, H53 1.105
18 C 4.661 1.466 1.106  H16 1.091, C17 1.534, H31 1.092, C51 1.528
19 H -6.262 -0.378 2.778  C27 1.080
20 C 0.059 1.866 1.498  H1 1.086, C23 1.529, H41 1.086, S56 1.815
21 H -8.556 -1.901 1.386  C11 1.091
22 C -4.955 0.328 1.250  H6 1.078, C10 1.395, C27 1.379
23 C 1.260 0.983 1.836  N13 1.343, C20 1.529, O30 1.210
24 H 2.341 -4.547 0.248  C55 1.102
25 C 4.859 -1.324 -0.309  H4 1.106, H5 1.092, C15 1.526, N48 1.446
26 N 3.305 -3.085 -0.965  C15 1.451, C49 1.454, C55 1.445
27 C -5.933 -0.501 1.756  H19 1.080, C22 1.379, C47 1.392
28 H 3.649 -5.126 -0.812  C55 1.090
29 H 2.086 -4.673 -1.508  C55 1.089
30 O 1.158 -0.216 1.962  C23 1.210
31 H 4.784 2.551 1.097  C18 1.092
32 O 0.906 2.029 -1.036  S56 1.438
33 C -1.115 3.656 -0.468  H44 1.085, C45 1.471, S56 1.836, H58 1.086
34 H 1.753 -2.069 0.070  C49 1.103
35 O 1.384 3.902 0.466  S56 1.445
36 H 3.918 -2.721 1.029  C15 1.105
37 C -3.500 1.049 -0.593  O3 1.351, C10 1.444, N46 1.304
38 H 1.477 -2.390 -1.666  C49 1.093
39 H 1.973 0.008 -1.223  C8 1.091
40 C -6.069 -1.644 -0.341  C2 1.380, H7 1.081, C47 1.391
41 H -0.811 1.257 1.268  C20 1.086
42 C -2.126 1.884 -2.030  O3 1.352, C45 1.371, C57 1.481
43 H 3.306 1.607 -0.558  C17 1.092
44 H -1.477 4.218 0.387  C33 1.085
45 C -2.033 2.570 -0.846  C33 1.471, C42 1.371, N46 1.368
46 N -2.904 2.014 0.050  C37 1.304, C45 1.368
47 C -6.505 -1.498 0.971  C11 1.497, C27 1.392, C40 1.391
48 N 3.767 -0.377 -0.249  C8 1.448, C17 1.447, C25 1.446
49 C 2.229 -2.108 -0.924  C8 1.523, N26 1.454, H34 1.103, H38 1.093
50 H -4.756 -0.945 -1.880  C2 1.079
51 C 3.676 1.062 2.202  N13 1.447, H14 1.091, C18 1.528, H59 1.096
52 H -0.331 1.868 -3.130  C57 1.090
53 H 4.970 1.201 -1.022  C17 1.105
54 H -1.546 2.994 -3.749  C57 1.089
55 C 2.817 -4.426 -0.739  H24 1.102, N26 1.445, H28 1.090, H29 1.089
56 S 0.464 2.871 0.042  C20 1.815, O32 1.438, C33 1.836, O35 1.445
57 C -1.396 2.008 -3.312  C42 1.481, H52 1.090, H54 1.089, H62 1.086
58 H -0.868 4.311 -1.298  C33 1.086
59 H 4.075 1.342 3.184  C51 1.096
60 H -7.605 -3.336 1.010  C11 1.087
61 H 5.137 -3.447 -0.056  C15 1.094
62 H -1.749 1.250 -4.007  C57 1.086
63 H 3.217 -0.738 -2.264  C8 1.105

Atomic charges from the natural (NBO) analysis, expressed in e, are listed below: 0.26, -0.18, -0.40, 0.17, 0.20, 0.23, 0.21, -0.23, 0.42, -0.06, -0.63, 0.22, -0.62, 0.25, -0.22, 0.21, -0.22, -0.41, 0.21, -0.75, 0.22, -0.17, 0.67, 0.16, -0.22, -0.44, -0.22, 0.20, 0.20, -0.60, 0.20, -0.96, -0.65, 0.19, -0.97, 0.17, 0.47, 0.19, 0.23, -0.22, 0.28, 0.31, 0.22, 0.26, 0.01, -0.47, 0.00, -0.46, -0.23, 0.22, -0.23, 0.26, 0.17, 0.23, -0.40, 2.16, -0.68, 0.26, 0.19, 0.22, 0.20, 0.24, 0.16